[1]
{
  "formula": "C17H51B2GaNO10S5",
  "method": "ωB97M-V with the def2-TZVPD basis set",
  "total_charge": -1,
  "lumo_energy_ev": 1.7,
  "mol_weight_g_mol": 681.27,
  "gap_ev": 5.2,
  "species": ["C", "C", "O", "C", "C", "O", "C", "Ga", "B", "N", "O", "B", "O", "O", "C", "C", "H", "H", "H", "H", "H", "H", "H", "H", "H", "H", "H", "H", "H", "H", "H", "H", "H", "H", "H", "H", "H", "C", "S", "O", "C", "H", "H", "H", "H", "H", "H", "C", "S", "O", "C", "H", "H", "H", "H", "H", "H", "C", "S", "O", "C", "H", "H", "H", "H", "H", "H", "C", "S", "O", "C", "H", "H", "H", "H", "H", "H", "C", "S", "O", "C", "H", "H", "H", "H", "H", "H"],
  "positions_angstrom": [[4.267, -3.553, 0.233], [3.645, -2.298, -0.497], [3.347, -2.720, -1.818], [2.663, -1.692, -2.535], [1.586, -2.406, -3.431], [0.652, -2.965, -2.537], [0.034, -4.198, -3.060], [-1.976, -4.060, -2.490], [-1.998, -4.695, -0.465], [-1.451, -6.066, -0.182], [-2.476, -3.906, 0.646], [-2.399, -1.990, -2.693], [-1.961, -1.383, -3.944], [-3.030, -1.172, -1.695], [-2.000, -0.672, -0.835], [-2.670, 0.120, 0.349], [4.060, -4.452, -0.378], [5.363, -3.431, 0.324], [3.788, -3.672, 1.224], [4.377, -1.463, -0.466], [2.756, -1.979, 0.075], [3.351, -1.079, -3.157], [2.069, -1.078, -1.818], [2.045, -3.141, -4.124], [1.129, -1.580, -4.044], [0.491, -5.044, -2.492], [0.156, -4.304, -4.166], [-2.948, -4.944, -3.416], [-1.453, -6.205, 0.838], [-0.460, -6.032, -0.432], [-1.679, -3.588, 1.082], [-1.071, -1.039, -3.821], [-1.480, -1.547, -0.389], [-1.259, -0.043, -1.372], [-3.769, 0.163, 0.219], [-2.276, 1.157, 0.411], [-2.413, -0.388, 1.297], [3.378, -1.255, 3.983], [2.111, -0.500, 2.946], [2.679, -0.389, 1.568], [2.192, 1.139, 3.684], [3.515, -2.286, 3.658], [4.317, -0.712, 3.877], [3.049, -1.243, 5.023], [3.202, 1.540, 3.589], [1.905, 1.089, 4.737], [1.494, 1.781, 3.149], [-1.193, 3.174, 6.791], [0.571, 3.455, 7.004], [1.272, 2.280, 6.406], [0.575, 3.250, 8.795], [-1.427, 3.211, 5.732], [-1.459, 2.193, 7.189], [-1.749, 3.955, 7.309], [0.188, 2.264, 9.056], [-0.038, 4.028, 9.250], [1.601, 3.343, 9.150], [-3.294, 5.725, 2.379], [-1.962, 5.289, 3.506], [-2.590, 4.737, 4.745], [-1.441, 6.976, 3.868], [-3.782, 4.807, 2.058], [-4.018, 6.367, 2.883], [-2.880, 6.233, 1.508], [-2.275, 7.541, 4.287], [-1.086, 7.450, 2.952], [-0.629, 6.936, 4.593], [-3.656, 2.246, -2.066], [-2.669, 3.096, -0.822], [-3.357, 4.388, -0.509], [-1.282, 3.476, -1.908], [-4.599, 1.951, -1.610], [-3.850, 2.915, -2.906], [-3.124, 1.356, -2.406], [-1.627, 4.067, -2.757], [-0.828, 2.547, -2.254], [-0.549, 4.047, -1.340], [1.223, -1.402, -7.091], [0.758, -3.070, -7.590], [0.957, -3.957, -6.411], [2.156, -3.327, -8.703], [0.498, -1.053, -6.357], [2.218, -1.412, -6.644], [1.206, -0.744, -7.961], [3.092, -3.215, -8.155], [2.108, -2.606, -9.520], [2.089, -4.337, -9.106]],
  "forces_ev_per_angstrom": [[-0.268, 0.719, -0.421], [0.648, -1.377, 0.919], [0.016, 1.201, 0.044], [-1.243, -1.105, -0.538], [0.769, 1.105, 0.938], [0.333, -0.301, -1.333], [-0.792, -0.197, 0.397], [0.160, 0.088, 0.015], [-0.088, -0.614, -0.062], [0.142, 1.685, 1.273], [0.266, -0.692, -0.596], [-0.174, -0.314, -0.727], [-0.623, 0.356, 1.257], [1.178, 0.457, -0.965], [-0.832, -0.134, 1.192], [0.766, -0.129, -0.171], [0.045, 0.465, 0.353], [-0.520, -0.220, 0.147], [0.471, -0.020, -0.426], [-0.400, -0.236, -0.201], [0.247, -0.076, -0.703], [-0.202, -0.167, 0.432], [0.572, -0.088, -0.456], [-0.263, 0.248, 0.438], [0.086, -0.548, 0.097], [0.036, 0.410, -0.724], [0.207, 0.142, 0.993], [0.015, -0.087, -0.049], [-0.050, -0.180, -0.214], [-0.275, -0.418, -0.520], [0.007, -0.020, 0.381], [0.217, -0.007, -0.040], [0.062, 0.499, -0.428], [-0.287, -0.226, 0.130], [0.586, -0.140, 0.067], [-0.313, -1.042, 0.149], [-0.401, 0.231, -0.388], [0.111, 0.019, 0.060], [0.021, 0.173, -0.185], [-0.037, 0.115, 0.478], [0.074, -0.105, 0.150], [-0.073, 0.045, -0.067], [-0.047, 0.038, -0.058], [-0.049, 0.024, -0.030], [0.018, -0.092, -0.072], [-0.019, 0.017, -0.178], [-0.032, -0.093, -0.017], [0.104, -0.288, 0.168], [-0.329, -0.067, -0.072], [-0.052, 0.138, 0.337], [0.118, -0.106, 0.092], [0.045, 0.116, 0.045], [0.158, -0.003, 0.069], [0.022, 0.059, -0.100], [-0.005, -0.002, -0.082], [0.004, 0.015, -0.073], [-0.006, 0.014, -0.069], [-0.080, 0.096, 0.116], [-0.140, 0.004, -0.204], [-0.019, 0.345, -0.190], [-0.044, 0.083, 0.105], [0.132, 0.000, -0.070], [0.095, -0.015, 0.135], [0.016, -0.139, -0.044], [-0.035, -0.067, -0.013], [-0.008, -0.068, -0.014], [-0.019, -0.087, -0.029], [0.057, 0.020, -0.037], [-0.099, 0.502, -0.408], [0.047, 0.094, -0.130], [0.028, 0.085, -0.125], [0.085, -0.022, 0.071], [0.068, 0.102, 0.089], [-0.057, -0.113, 0.071], [-0.064, -0.014, 0.029], [-0.041, -0.030, 0.046], [-0.059, -0.031, 0.068], [0.104, 0.114, -0.003], [-0.125, -0.196, 0.339], [0.149, 0.260, -0.535], [0.164, 0.043, -0.023], [-0.049, -0.125, -0.031], [-0.025, -0.083, 0.012], [-0.033, -0.045, -0.017], [-0.050, -0.006, 0.057], [-0.042, -0.005, 0.018], [-0.081, 0.012, 0.066]],
  "lowdin_charge": [-0.063, -0.282, -0.164, -0.183, -0.231, -0.258, -0.257, 0.508, -0.600, 0.062, -0.023, -0.561, 0.004, -0.074, -0.265, -0.087, 0.074, 0.060, 0.056, 0.114, 0.079, 0.116, 0.124, 0.114, 0.100, 0.045, 0.037, -0.076, 0.039, 0.035, 0.058, 0.039, 0.103, 0.106, 0.082, -0.010, 0.070, -0.268, 0.822, -0.559, -0.273, 0.040, 0.056, 0.051, 0.060, 0.014, 0.052, -0.274, 0.822, -0.566, -0.276, 0.018, 0.063, 0.056, 0.055, 0.050, 0.045, -0.272, 0.824, -0.568, -0.270, 0.042, 0.059, 0.051, 0.055, 0.052, 0.045, -0.232, 0.818, -0.565, -0.251, 0.061, 0.059, 0.048, 0.055, 0.051, 0.047, -0.272, 0.819, -0.535, -0.281, 0.039, 0.056, 0.048, 0.054, 0.045, 0.045]
}

---

[2]
{
  "formula": "C17H51FN6O5P3S",
  "method": "ωB97M-V with the def2-TZVPD basis set",
  "total_charge": -1,
  "lumo_energy_ev": 0.5,
  "mol_weight_g_mol": 563.62,
  "gap_ev": 4.6,
  "species": ["C", "O", "C", "C", "C", "C", "P", "S", "O", "O", "F", "H", "H", "H", "H", "H", "H", "H", "H", "H", "H", "H", "H", "H", "H", "H", "O", "P", "N", "C", "C", "N", "C", "C", "N", "C", "C", "H", "H", "H", "H", "H", "H", "H", "H", "H", "H", "H", "H", "H", "H", "H", "H", "H", "H", "O", "P", "N", "C", "C", "N", "C", "C", "N", "C", "C", "H", "H", "H", "H", "H", "H", "H", "H", "H", "H", "H", "H", "H", "H", "H", "H", "H", "H"],
  "positions_angstrom": [[0.840, -0.607, -5.757], [1.228, -1.886, -6.247], [0.099, -2.581, -6.843], [-0.612, -3.376, -5.685], [-2.070, -3.874, -6.009], [-3.105, -2.741, -6.389], [-3.074, -1.265, -5.159], [-4.085, 0.063, -6.640], [-3.412, 0.093, -7.975], [-5.546, -0.226, -6.765], [-3.935, 1.640, -6.029], [1.775, 0.020, -5.708], [0.129, -0.056, -6.420], [0.417, -0.646, -4.712], [0.575, -3.340, -7.523], [-0.570, -1.879, -7.394], [-0.560, -2.745, -4.758], [-0.006, -4.299, -5.452], [-2.036, -4.676, -6.788], [-2.457, -4.345, -5.059], [-4.138, -3.197, -6.377], [-2.915, -2.443, -7.455], [-1.802, -0.889, -5.734], [-2.919, -0.130, -4.246], [-4.382, -1.590, -4.621], [-2.485, -2.102, -4.137], [-0.975, -1.855, -1.454], [0.040, -1.830, -0.305], [0.949, -3.175, -0.851], [1.086, -4.475, -0.236], [1.573, -3.090, -2.167], [-1.093, -2.268, 0.920], [-0.974, -3.373, 1.850], [-2.507, -2.030, 0.638], [1.212, -1.535, 0.996], [0.890, -0.279, 1.724], [2.628, -1.419, 0.610], [1.351, -4.403, 0.822], [1.900, -5.051, -0.684], [0.171, -5.068, -0.343], [2.565, -2.620, -2.097], [0.977, -2.491, -2.858], [1.695, -4.068, -2.635], [-1.233, -4.330, 1.384], [-1.649, -3.232, 2.702], [0.019, -3.441, 2.292], [-2.927, -2.814, -0.002], [-2.649, -1.067, 0.149], [-3.091, -1.992, 1.562], [0.990, 0.593, 1.070], [1.548, -0.148, 2.585], [-0.127, -0.287, 2.115], [2.772, -0.696, -0.199], [3.043, -2.378, 0.302], [3.234, -1.105, 1.463], [1.741, 2.029, 4.056], [1.386, 3.137, 5.059], [-0.062, 3.612, 4.283], [-0.356, 4.859, 3.614], [-1.116, 2.615, 4.133], [2.710, 4.161, 4.645], [2.631, 5.553, 4.244], [3.858, 3.540, 3.990], [1.055, 4.243, 6.408], [2.059, 4.075, 7.490], [-0.260, 4.130, 7.063], [-0.104, 5.725, 4.232], [-1.424, 4.969, 3.411], [0.167, 4.933, 2.654], [-1.760, 2.593, 5.023], [-0.706, 1.610, 4.003], [-1.748, 2.804, 3.264], [2.327, 5.660, 3.198], [3.606, 6.040, 4.351], [1.961, 6.133, 4.877], [3.674, 3.381, 2.921], [4.097, 2.581, 4.450], [4.753, 4.159, 4.095], [1.994, 3.080, 7.942], [1.914, 4.824, 8.272], [3.075, 4.208, 7.121], [-0.480, 3.100, 7.357], [-1.063, 4.491, 6.421], [-0.301, 4.759, 7.955]],
  "forces_ev_per_angstrom": [[0.765, 0.905, 0.574], [-1.011, 0.602, -0.706], [0.642, -1.292, 0.941], [-0.078, -0.238, -0.368], [-0.195, 0.670, 1.060], [-0.407, -0.986, -1.065], [1.884, -2.053, 2.907], [-2.287, 0.502, -4.335], [-0.731, 0.464, 2.415], [2.441, 0.993, 0.745], [-0.264, -0.972, -0.523], [-0.731, -0.618, 0.023], [0.399, -0.657, 0.423], [0.160, -0.060, -0.980], [-0.591, 0.874, 0.270], [0.462, -0.525, 0.435], [-0.385, -0.535, -0.884], [-0.348, 0.908, -0.284], [-0.041, 0.604, 0.443], [0.414, 0.235, -0.888], [0.855, 0.390, -0.003], [-0.170, 0.060, 0.878], [-0.171, 0.281, -0.310], [-0.517, 0.135, -0.245], [-0.241, 0.309, -0.385], [0.112, 0.006, -0.107], [1.912, 3.691, 0.179], [-2.421, -7.074, 1.420], [1.053, -0.350, -0.745], [0.038, 0.171, 0.599], [-0.207, 0.536, -0.156], [-0.546, 0.357, 0.358], [0.439, 0.216, 0.440], [-0.019, 0.161, -0.407], [-0.114, 2.935, -1.440], [-0.205, 0.087, 0.534], [0.371, -0.423, -0.224], [-0.189, -0.009, 0.082], [-0.043, 0.223, -0.190], [0.006, -0.106, 0.126], [0.117, -0.097, -0.125], [-0.053, -0.008, 0.076], [-0.104, -0.020, 0.150], [0.002, -0.073, 0.011], [-0.115, 0.100, -0.123], [0.108, -0.010, -0.249], [-0.103, 0.090, -0.055], [0.022, -0.208, -0.147], [0.244, -0.133, 0.141], [0.162, 0.074, 0.156], [0.083, -0.039, -0.162], [-0.012, -0.211, -0.204], [0.173, 0.024, 0.079], [-0.283, -0.019, -0.181], [-0.290, 0.163, 0.057], [-0.192, -1.715, 3.760], [0.174, 4.917, -6.086], [-1.229, -0.329, 0.025], [0.269, 0.469, 0.345], [0.261, -0.457, 0.217], [0.687, -0.159, 0.161], [-0.108, 0.385, 0.545], [-0.091, -0.416, -0.057], [0.469, -2.878, 1.685], [0.482, 0.307, 0.117], [-0.576, 0.125, -0.226], [0.184, 0.024, -0.067], [0.040, -0.291, 0.074], [0.005, 0.150, -0.009], [-0.184, -0.029, -0.069], [0.086, 0.071, 0.014], [0.143, 0.131, 0.007], [-0.023, 0.035, -0.031], [0.071, -0.187, -0.027], [-0.193, -0.176, -0.058], [0.093, -0.091, -0.009], [-0.136, 0.013, -0.183], [-0.196, 0.221, 0.072], [-0.065, 0.107, 0.187], [-0.190, -0.047, -0.089], [-0.148, -0.043, -0.233], [-0.097, 0.085, 0.138], [0.163, -0.179, -0.224], [0.309, -0.090, -0.011]],
  "lowdin_charge": [-0.152, -0.231, -0.213, -0.214, -0.268, -0.396, 0.327, 0.583, -0.438, -0.433, -0.342, 0.084, 0.085, 0.085, 0.120, 0.111, 0.070, 0.106, 0.094, 0.097, 0.072, 0.060, -0.053, -0.061, -0.040, -0.048, -0.300, 0.748, -0.345, -0.137, -0.124, -0.328, -0.151, -0.144, -0.272, -0.144, -0.134, 0.062, 0.076, 0.079, 0.066, 0.054, 0.080, 0.074, 0.072, 0.063, 0.085, 0.072, 0.072, 0.084, 0.063, 0.066, 0.086, 0.070, 0.080, -0.312, 0.747, -0.348, -0.128, -0.128, -0.328, -0.143, -0.145, -0.272, -0.140, -0.132, 0.064, 0.080, 0.082, 0.066, 0.060, 0.083, 0.077, 0.076, 0.066, 0.084, 0.069, 0.076, 0.080, 0.079, 0.071, 0.086, 0.073, 0.081]
}